1.
DFT (ωB97M-V/def2-TZVPD) results for a structure of composition C25H21ClN5OPt.

Last column: Löwdin spin population.
CARTESIAN COORDINATES (ANGSTROEM)
Pt (-0.5578, -0.5187, 0.3354)  0.91
Cl (-0.9434, -3.1284, 1.8527)  0.08
O (-0.5394, 2.2353, 3.5178)  0.10
N (-1.7804, 1.0514, -0.9869)  0.16
N (1.0513, -0.1951, -1.1496)  0.44
N (-0.8616, 1.1984, 1.5169)  0.25
N (0.9466, -0.9965, -2.2270)  0.37
N (1.0902, -0.5487, 2.0828)  0.11
C (-2.1338, 0.9049, -2.2659)  0.01
C (-0.3104, 1.3160, 2.7484)  0.02
C (2.0064, -1.4818, 2.3167)  0.01
C (2.1746, -0.8219, 4.6027)  0.00
C (3.2723, 0.3390, -1.8913)  0.15
C (-3.7327, 2.6570, -2.0751)  0.00
C (-2.3544, 1.9911, -0.2375)  0.01
C (-3.0983, 1.6964, -2.8539)  0.01
C (-1.8724, 2.1663, 1.1706)  0.02
C (-2.1653, -2.6086, -1.2599)  0.01
C (1.2284, 0.1597, 4.3505)  0.00
C (-3.3556, 2.8066, -0.7550)  0.01
C (-1.7260, -1.5523, 1.7135)  0.08
C (3.4243, 2.2235, 0.1701)  0.00
C (0.7104, 0.2623, 3.0710)  0.01
C (-2.3565, -3.4233, -2.3761)  0.22
C (2.1702, 0.5281, -1.0044)  0.09
C (-0.0550, -1.8549, -2.2048)  0.12
C (-0.2500, -2.7287, -3.3098)  0.14
C (4.5080, 2.0138, -0.6899)  0.21
C (2.2666, 1.5039, 0.0204)  0.13
C (4.4165, 1.0752, -1.7220)  0.00
C (-1.3857, -3.4867, -3.3873)  0.02
C (2.5800, -1.6500, 3.5665)  0.00
C (-1.0227, -1.8559, -1.1246)  0.26
H (-3.3496, 1.5507, -3.8946)  0.00
H (-3.2631, -4.0078, -2.4542)  0.01
H (-2.9345, -2.5962, -0.4981)  0.00
H (-1.6195, 0.1394, -2.8319)  0.00
H (3.1640, -0.3798, -2.6890)  0.01
H (0.8749, 0.8433, 5.1096)  0.00
H (-1.4640, 3.1759, 1.2807)  0.01
H (3.4935, 2.9611, 0.9583)  0.00
H (0.5080, -2.7485, -4.0808)  0.01
H (3.3221, -2.4204, 3.7199)  0.00
H (2.5912, -0.9367, 5.5943)  0.00
H (-2.7569, -1.6988, 1.4081)  0.01
H (2.2944, -2.1043, 1.4783)  0.00
H (-3.8224, 3.5439, -0.1150)  0.00
H (5.2482, 0.9326, -2.3988)  0.00
H (5.4124, 2.5941, -0.5666)  0.01
H (-4.5061, 3.2826, -2.5000)  0.00
H (-1.5459, -4.1288, -4.2431)  0.00
H (-1.6855, -1.0727, 2.6862)  0.00
H (-2.7192, 2.1103, 1.8649)  0.00
H (1.4136, 1.6826, 0.6567)  0.00

Lowest unoccupied orbital energy (alpha / beta)   -2.68 / -6.04 eV
Net charge   +1
Orbital gap (alpha / beta)   0.2664 / 0.2047 hartree
Spin multiplicity   5


2.
DFT (ωB97M-V/def2-TZVPD) results for a structure of composition C25H21F4InO3.

Last column: Löwdin spin population.
CARTESIAN COORDINATES (ANGSTROEM)
In (16.8088, 22.6588, -16.2514)  0.00
F (13.9635, 23.3741, -15.5854)  -0.08
F (18.3962, 24.9941, -10.7763)  0.10
F (14.7359, 20.7792, -16.6477)  0.00
F (14.2191, 17.4726, -10.2854)  0.11
O (16.2984, 21.3265, -11.6046)  0.00
O (15.5576, 21.6707, -13.7140)  0.01
O (17.4141, 22.4654, -13.1835)  0.03
C (16.0063, 15.2708, -12.5373)  0.08
C (15.0984, 17.0463, -11.1881)  0.26
C (18.3520, 23.9244, -9.9534)  0.24
C (16.8472, 16.1792, -13.1943)  0.32
C (12.2067, 17.7033, -15.5142)  0.00
C (10.4877, 22.9166, -16.2212)  -0.21
C (15.1073, 15.7137, -11.6010)  0.08
C (12.7273, 19.6313, -16.8207)  0.00
C (15.9180, 18.0206, -11.8801)  0.09
C (11.8279, 18.5939, -16.5050)  0.00
C (19.2433, 21.7969, -9.1418)  0.02
C (13.9461, 19.7447, -16.1976)  0.00
C (12.3333, 22.5260, -14.1617)  -0.21
C (10.1482, 22.1207, -15.0777)  -0.26
C (13.4566, 17.7951, -14.8788)  0.00
C (16.8025, 17.5935, -12.8592)  0.05
C (14.3538, 18.8198, -15.2390)  0.00
C (17.3295, 23.8108, -9.0411)  0.04
C (11.8287, 23.2896, -16.3649)  -0.01
C (16.4045, 21.8320, -12.8274)  0.00
C (17.3013, 22.7933, -8.1049)  0.11
C (18.2564, 21.7695, -8.1585)  0.27
C (12.6964, 23.0451, -15.3783)  -0.20
C (19.3422, 22.8972, -9.9967)  0.16
C (11.0356, 21.9939, -14.0302)  0.00
H (9.7615, 22.9783, -17.0182)  -0.01
H (12.0367, 23.7818, -17.3034)  0.00
H (13.1131, 22.4538, -13.4180)  -0.01
H (10.8663, 21.3712, -13.1641)  0.00
H (17.0751, 21.7937, -11.2883)  0.00
H (17.4117, 18.3002, -13.4031)  0.00
H (12.5403, 20.4320, -17.5209)  0.00
H (17.5704, 15.8680, -13.9336)  0.01
H (15.9996, 14.2096, -12.7374)  0.00
H (18.0291, 20.8723, -7.6019)  0.01
H (20.1656, 23.0728, -10.6731)  0.00
H (14.5026, 15.0088, -11.0499)  0.00
H (11.5240, 16.9040, -15.2660)  0.00
H (16.4745, 24.4705, -9.0562)  0.00
H (15.8308, 19.0502, -11.5658)  0.00
H (13.6660, 17.1083, -14.0720)  0.00
H (19.8195, 20.8835, -9.1486)  0.00
H (10.8608, 18.5487, -16.9836)  0.00
H (16.4752, 22.7688, -7.4096)  0.00
H (15.3152, 18.9065, -14.7546)  0.00
H (9.2390, 21.5732, -14.8780)  -0.01

Lowest unoccupied orbital energy (alpha / beta)   -12.07 / -12.09 eV
Net charge   +3
Orbital gap (alpha / beta)   0.1475 / 0.1398 hartree
Spin multiplicity   2


3.
DFT (ωB97M-V/def2-TZVPD) results for a structure of composition C25H21F6MnN3O9P2.

Last column: Löwdin spin population.
CARTESIAN COORDINATES (ANGSTROEM)
Mn (-0.0715, 0.5756, 0.5065)  4.70
P (0.3918, -2.7067, 1.5860)  0.00
P (2.7533, -0.6943, 1.6208)  0.01
F (0.1469, -3.1898, -2.4363)  0.00
F (-1.2201, 0.0336, -4.5993)  0.00
F (0.8053, 0.5904, -4.0711)  0.00
F (-0.2241, -2.3926, -4.4059)  0.00
F (-0.8710, 1.4149, -2.9815)  0.00
F (1.6325, -1.9524, -3.3898)  0.00
O (0.4593, -2.5411, 3.1771)  0.00
O (2.7922, -0.6837, 3.1003)  0.00
O (2.0672, 0.3574, 0.7954)  0.05
O (0.1489, -4.1291, 1.2317)  0.00
O (0.4236, -0.4625, -1.4575)  0.03
O (-0.0616, 2.5352, -0.3596)  0.04
O (4.2756, -0.7573, 0.9796)  0.00
O (-1.2299, 4.2924, -1.1377)  0.01
O (-0.4508, -1.6307, 0.9554)  0.04
N (2.0309, -2.2401, -0.4480)  0.00
N (0.1442, -0.3848, 10.6020)  0.00
N (-2.3653, 1.2279, 0.1742)  0.03
C (0.9183, 0.1096, 5.8636)  0.00
C (3.0760, -3.4571, 1.4317)  0.00
C (-0.0673, 0.0468, 8.0620)  0.00
C (-3.5180, 0.5959, 0.5522)  0.00
C (-4.5719, -1.3576, 1.4831)  0.00
C (-0.3403, -0.8510, -2.5107)  0.00
C (-3.4328, -0.7062, 1.0972)  0.00
C (1.0310, -0.1378, 7.2148)  0.00
C (-1.2840, 0.4746, 7.5255)  0.00
C (-3.6571, 3.1417, -0.4592)  0.00
C (-0.3504, 0.8909, 2.6937)  0.02
C (0.3021, -2.0861, -3.2015)  0.00
C (0.0508, -0.1964, 9.4686)  0.00
C (-1.3973, 0.7184, 6.1727)  0.00
C (-5.8377, -0.7481, 1.3453)  0.00
C (-0.3016, 0.5466, 5.3102)  0.00
C (-0.3885, 0.7930, 3.9156)  0.02
C (-1.7768, -1.2355, -2.1288)  0.00
C (2.1352, -2.3223, 1.0469)  0.00
C (-5.9384, 0.5122, 0.8248)  0.00
C (-4.8174, 2.5263, -0.1135)  0.00
C (-1.1116, 3.1694, -0.6366)  0.01
C (-4.7792, 1.2134, 0.4198)  0.00
C (-2.4302, 2.4496, -0.2900)  0.01
C (-0.4005, 0.3034, -3.5452)  0.00
H (-6.9042, 0.9948, 0.7184)  0.00
H (1.7599, -0.0349, 5.1948)  0.00
H (0.6874, -1.6236, 3.4148)  0.00
H (4.4248, 0.1019, 0.5661)  0.00
H (4.0623, -3.3202, 0.9805)  0.00
H (2.9436, -2.0321, -0.8514)  0.00
H (2.6458, -4.4140, 1.1302)  0.00
H (-5.7755, 3.0230, -0.2299)  0.00
H (1.3214, -1.4631, -0.8204)  0.00
H (-2.1351, 0.6118, 8.1810)  0.00
H (-2.3144, -1.7070, -2.9533)  0.00
H (-2.3387, 1.0470, 5.7529)  0.00
H (-2.3083, -0.3360, -1.8246)  0.00
H (1.9715, -0.4779, 7.6295)  0.00
H (-2.4524, -1.1583, 1.2043)  0.00
H (-3.6070, 4.1427, -0.8617)  0.00
H (-6.7292, -1.2792, 1.6573)  0.00
H (1.7019, -3.1395, -0.7984)  0.00
H (-1.7223, -1.9093, -1.2754)  0.00
H (3.1948, -3.4630, 2.5147)  0.00
H (-4.4959, -2.3521, 1.9049)  0.00

Relative energy (zero: lowest compared OMol25 entry of this formula, charge and spin)   33.7 kJ/mol
Lowest unoccupied orbital energy (alpha / beta)   4.31 / 4.31 eV
Net charge   -2
Orbital gap (alpha / beta)   0.2529 / 0.2751 hartree
Spin multiplicity   6


4.
DFT (ωB97M-V/def2-TZVPD) results for a structure of composition C25H21IrN5O6S.

Last column: Löwdin spin population.
CARTESIAN COORDINATES (ANGSTROEM)
Ir (0.4616, -0.5765, 0.1185)  2.78
S (2.9057, -0.5531, 0.4250)  0.24
O (1.3817, 0.5073, -3.5765)  0.03
O (0.6394, 0.8060, -1.4883)  0.14
O (0.2633, -1.5774, 2.0828)  0.13
O (-2.3072, 1.9399, 0.4001)  0.00
O (-3.3798, -1.6137, -3.6051)  0.00
O (0.4105, -1.9983, -1.6861)  0.16
N (-0.5486, 2.3313, 3.3713)  0.00
N (-0.2454, 1.4171, 1.3365)  0.09
N (1.5323, 1.3579, 2.8853)  0.00
N (-1.4698, -1.5628, -0.0493)  0.12
N (-1.8419, -1.7785, -1.3222)  0.03
C (-1.0117, -2.1052, -3.5785)  0.01
C (0.1257, -2.3804, -4.3352)  0.00
C (-1.1022, -2.2289, -6.3782)  0.00
C (4.9499, 2.3597, -2.4347)  0.01
C (-0.6876, -1.4239, 4.2173)  0.01
C (-3.2069, -1.1319, 3.1269)  0.01
C (2.9794, 1.0357, -1.9253)  0.01
C (-3.0598, -1.1340, 4.4955)  0.01
C (-2.2466, -1.9467, -5.6556)  0.00
C (-0.8000, -1.4293, 2.8017)  0.02
C (3.5848, 0.5734, -0.7511)  0.02
C (0.2660, 1.6432, 2.5482)  0.01
C (5.5564, 1.8968, -1.2747)  0.00
C (1.5610, 0.7169, -2.3868)  0.02
C (-2.2254, -1.8846, -4.2630)  0.00
C (4.8868, 1.0061, -0.4586)  0.02
C (-2.3826, -1.3464, 0.8428)  0.06
C (-0.3264, 2.6448, 4.7590)  0.00
C (-1.8142, 2.5230, 2.7087)  0.00
C (0.0914, -2.4541, -5.7144)  0.00
C (-0.7922, -1.9426, -2.1136)  0.01
C (-2.1222, -1.2988, 2.2498)  0.01
C (-1.7829, -1.3049, 5.0418)  0.01
C (-1.5264, 1.9288, 1.3168)  0.01
C (3.6801, 1.9125, -2.7521)  0.00
H (5.4626, 3.0625, -3.0802)  0.00
H (-2.0837, 3.5789, 2.6404)  0.00
H (1.7053, 1.0750, 3.8367)  0.00
H (0.9948, -2.6639, -6.2721)  0.00
H (5.3594, 0.6298, 0.4407)  0.00
H (-0.8085, 3.5960, 4.9866)  0.00
H (-2.6232, 1.9709, 3.1911)  0.00
H (-3.1844, -1.7644, -6.1721)  0.00
H (-4.0431, -1.3526, -4.2515)  0.00
H (1.0572, -2.4993, -3.8011)  0.00
H (-3.9198, -1.0241, 5.1446)  0.00
H (-1.1424, -2.2539, -7.4604)  0.00
H (-4.1930, -1.0054, 2.6907)  0.00
H (2.0343, 0.7903, 2.1930)  0.00
H (-3.4095, -1.2271, 0.4987)  0.01
H (0.7420, 2.7451, 4.9485)  0.00
H (3.1943, 2.2377, -3.6629)  0.00
H (-0.7416, 1.8735, 5.4101)  0.00
H (0.3053, -1.5708, 4.6292)  0.00
H (6.5538, 2.2262, -1.0067)  0.00
H (-1.6560, -1.3523, 6.1179)  0.00

Relative energy (zero: lowest compared OMol25 entry of this formula, charge and spin)   127.1 kJ/mol
Lowest unoccupied orbital energy (alpha / beta)   2.32 / 1.70 eV
Net charge   -1
Orbital gap (alpha / beta)   0.2222 / 0.2302 hartree
Spin multiplicity   5


5.
DFT (ωB97M-V/def2-TZVPD) results for an isolated molecule of C25H21N3O2S2.

Last column: Löwdin charge in e.
CARTESIAN COORDINATES (ANGSTROEM)
S (-0.1687, -1.0695, 1.3588)  1.02
S (0.0365, 1.8481, 2.3762)  1.07
O (2.5759, 7.0039, 1.3041)  -0.08
O (1.2593, 0.2968, -1.9348)  0.07
N (0.4793, -1.6803, -1.0787)  0.03
N (1.6695, 2.3775, 0.4374)  -0.08
N (-0.3896, -3.4821, 0.0777)  0.07
C (-1.0220, -4.0425, 1.2371)  -0.20
C (1.5456, 3.5601, 1.1340)  -0.23
C (-0.5478, -3.0766, -2.7866)  -0.01
C (1.9339, 5.8652, 1.6743)  -0.27
C (-4.6540, -2.9755, 1.4288)  -0.08
C (-3.1143, -4.8700, 0.1288)  -0.05
C (0.8712, -0.3484, -0.9772)  -0.44
C (0.4842, 4.5429, 3.0766)  -0.08
C (-4.4737, -4.7983, -0.1149)  -0.09
C (0.6573, 0.1329, 0.3670)  -0.45
C (0.5525, -2.3731, -2.3148)  -0.19
C (0.7030, 3.4623, 2.2497)  -0.45
C (1.7237, -2.3230, -3.0571)  -0.01
C (-0.4665, -3.7353, -3.9991)  -0.08
C (-3.2927, -3.0451, 1.6713)  -0.05
C (2.1554, 4.7671, 0.8414)  0.07
C (1.7898, -2.9772, -4.2745)  -0.08
C (1.1049, 5.7480, 2.7897)  -0.03
C (0.6991, -3.6863, -4.7460)  -0.09
C (0.8648, 1.3789, 0.8957)  -0.50
C (-0.0631, -2.2734, 0.0278)  -0.55
C (-2.5150, -3.9981, 1.0291)  -0.22
C (2.7429, 2.1513, -0.4979)  -0.01
C (2.3961, 8.1668, 2.0774)  -0.09
C (-5.2471, -3.8519, 0.5369)  -0.10
H (0.9286, 6.5889, 3.4394)  0.10
H (-2.8303, -2.3550, 2.3626)  0.10
H (2.7007, -2.9351, -4.8529)  0.10
H (-6.3093, -3.7964, 0.3477)  0.10
H (1.3471, 8.4780, 2.0971)  0.10
H (3.1320, 1.1429, -0.3576)  0.11
H (-0.7510, -3.4889, 2.1487)  0.09
H (2.7559, 8.0282, 3.1017)  0.10
H (-1.4538, -3.1098, -2.2025)  0.11
H (2.7842, 4.8996, -0.0227)  0.12
H (3.5369, 2.8692, -0.3018)  0.09
H (-4.9320, -5.4816, -0.8153)  0.10
H (2.5724, -1.7688, -2.6884)  0.12
H (-0.6782, -5.0772, 1.3194)  0.12
H (-0.1628, 4.4504, 3.9337)  0.11
H (0.7560, -4.1992, -5.6947)  0.10
H (-1.3215, -4.2839, -4.3653)  0.10
H (2.9905, 8.9372, 1.5890)  0.09
H (-2.5052, -5.6003, -0.3835)  0.11
H (2.4012, 2.2390, -1.5294)  0.10
H (-5.2517, -2.2325, 1.9365)  0.10

Relative energy (zero: lowest compared OMol25 entry of this formula, charge and spin)   243.0 kJ/mol
Lowest unoccupied orbital energy   0.45 eV
Net charge   0
Orbital gap   0.2855 hartree


Listing max |F| for the structures above in their given order: 1.9; 4.7; 0.2; 1.3; 1.2 eV/Å.
Listing calculated total energy for the structures above in their given order: -1893.43404; -1779.36199; -4240.08423; -2193.05971; -2076.40500 Ha.